(1)
{"formula": "C12H19FeN2S", "method": "ωB97M-V/def2-TZVPD", "s_squared": 8.76, "de_lowest_kcal_mol": 0.0, "e_tot_ha": -2239.43221, "spin_multiplicity": 6, "total_charge": 2, "elements": ["Fe", "C", "C", "N", "C", "C", "S", "C", "C", "N", "H", "H", "H", "H", "H", "H", "H", "H", "H", "H", "H", "H", "H", "H", "C", "C", "C", "C", "C", "C", "H", "H", "H", "H", "H"], "positions_angstrom": [[0.012037, 0.033266, 0.395037], [-2.277861, -0.402181, 1.956263], [-2.731935, 0.791085, 1.126242], [-1.603464, 1.421520, 0.375551], [-1.914474, 1.712790, -1.054191], [-2.058088, 0.471821, -1.911993], [-0.606507, -0.649434, -1.834220], [-1.325553, -2.220731, -1.184567], [-2.130087, -2.076771, 0.097744], [-1.408534, -1.307419, 1.150421], [-3.152828, -0.936278, 2.332412], [-1.687293, -0.080997, 2.816296], [-3.200602, 1.524094, 1.781717], [-3.495680, 0.488107, 0.410576], [-1.384969, 2.312753, 0.810931], [-1.106223, 2.338818, -1.436275], [-2.837509, 2.293424, -1.129501], [-2.162486, 0.768137, -2.954513], [-2.938147, -0.115085, -1.656253], [-0.459040, -2.871681, -1.056788], [-1.940077, -2.645034, -1.977583], [-2.381483, -3.071433, 0.468825], [-3.074403, -1.576252, -0.105173], [-0.960752, -1.956378, 1.793311], [2.087607, 1.087244, 4.267101], [1.890515, 2.011896, 3.249684], [1.610232, 1.563216, 1.963578], [1.449608, 0.189504, 1.755258], [1.729391, -0.748383, 2.744145], [2.016990, -0.284493, 4.018266], [2.340456, 1.432672, 5.260831], [2.005584, 3.070941, 3.437329], [1.557619, 2.280827, 1.148483], [1.715983, -1.812858, 2.539638], [2.206854, -0.991913, 4.814501]], "forces_ev_per_angstrom": [[-0.1, -0.1, 0.2], [0.0, 0.0, 0.0], [-0.1, 0.0, 0.0], [0.1, 0.0, -0.1], [0.0, 0.2, 0.1], [0.0, -0.2, -0.1], [-0.1, -0.1, 0.1], [0.1, 0.2, -0.1], [0.0, 0.0, 0.0], [0.0, -0.1, 0.0], [0.0, 0.0, 0.0], [0.0, 0.0, 0.0], [0.0, 0.0, 0.0], [0.0, 0.0, 0.0], [0.0, 0.0, 0.1], [0.0, 0.0, 0.0], [0.0, 0.0, 0.0], [0.0, 0.0, 0.0], [0.0, 0.0, 0.0], [0.0, 0.0, 0.0], [0.0, 0.0, 0.0], [0.0, 0.0, 0.0], [0.0, 0.0, 0.0], [0.0, 0.0, 0.0], [0.0, 0.0, 0.0], [0.0, 0.0, 0.1], [0.0, 0.0, -0.1], [0.1, 0.4, 0.1], [0.0, -0.2, -0.1], [0.0, 0.1, 0.0], [0.0, 0.0, 0.0], [0.0, 0.0, 0.0], [0.0, 0.0, 0.0], [0.0, 0.0, 0.0], [0.0, 0.0, 0.0]]}

***

(2)
{"formula": "CHN2O4", "method": "ωB97M-V/def2-TZVPD", "de_lowest_kcal_mol": 23.3, "e_tot_ha": -449.13245, "total_charge": -1, "smiles": "O=C([O-])N[N+](=O)[O-]", "elements": ["C", "N", "N", "O", "O", "O", "O", "H"], "positions_angstrom": [[0.868577, -0.819389, 0.557579], [-0.448710, -0.234405, -0.094560], [-0.574702, 1.035684, -0.339409], [0.725585, -1.271487, 1.672342], [1.873721, -0.851607, -0.168751], [0.115902, 1.862807, 0.156664], [-1.469690, 1.331997, -1.115439], [-1.090683, -1.053601, -0.668426]], "forces_ev_per_angstrom": [[1.7, -0.5, -0.7], [-0.4, -5.0, -0.3], [-1.8, -0.8, -2.0], [-1.2, 0.0, 1.1], [-1.2, 0.7, -0.5], [2.2, 1.1, 1.8], [-1.7, 0.5, -1.3], [2.3, 4.0, 1.9]]}

***

(3)
{"formula": "FeH2IO", "method": "ωB97M-V/def2-TZVPD", "s_squared": 6.01, "e_tot_ha": -1637.37087, "spin_multiplicity": 5, "total_charge": 1, "elements": ["Fe", "I", "O", "H", "H"], "positions_angstrom": [[-0.673940, -2.450812, 1.348436], [-0.749250, -0.893092, 0.054866], [0.574500, 1.356268, -0.177674], [0.658100, 1.505288, -1.119504], [0.190590, 0.482348, -0.106124]], "forces_ev_per_angstrom": [[0.4, -8.0, 6.7], [-3.9, 2.8, -6.0], [0.8, 1.6, 0.2], [0.2, 0.3, -0.4], [2.5, 3.3, -0.4]]}

***

(4)
{"formula": "C6H15INOP", "method": "ωB97M-V/def2-TZVPD", "de_lowest_kcal_mol": 0.0, "e_tot_ha": -1006.63085, "elements": ["C", "C", "C", "C", "C", "C", "N", "O", "P", "I", "H", "H", "H", "H", "H", "H", "H", "H", "H", "H", "H", "H", "H", "H", "H"], "positions_angstrom": [[-1.446497, 1.924732, 0.598289], [1.031663, 1.611149, 0.966088], [1.093458, -2.155105, -0.627846], [-1.152815, -2.156472, 0.558899], [-0.307226, 0.916363, 0.779893], [0.157705, -1.408278, 0.265107], [-0.192612, -0.031735, -0.253184], [-0.740165, 1.669087, -2.017605], [-0.330173, 0.068956, -1.845158], [3.156004, 0.692995, -2.350424], [-1.120156, 2.783235, 0.102092], [-2.305422, 1.372240, 0.192383], [-1.644335, 2.184823, 1.697194], [1.548181, 2.093577, 0.013498], [1.811822, 0.953274, 1.308947], [1.081718, 2.501683, 1.637148], [2.005094, -1.682645, -0.719599], [1.191824, -3.129588, -0.314061], [0.628156, -2.158191, -1.646752], [-1.724231, -1.857533, 1.394530], [-0.840066, -3.260908, 0.583793], [-1.756555, -2.066720, -0.321494], [-0.489359, 0.352010, 1.673781], [0.647583, -1.268073, 1.179676], [-0.303595, 2.051124, -2.855192]], "forces_ev_per_angstrom": [[-0.3, -1.8, 3.3], [2.2, 2.5, -1.4], [-2.7, 1.1, -2.1], [1.9, -2.3, -1.6], [0.5, 2.6, 0.5], [-1.5, 0.1, -0.2], [0.2, -2.3, -1.1], [1.3, -0.8, -1.6], [0.9, 2.3, -0.5], [-1.0, -0.1, 0.0], [0.0, 1.2, -1.0], [0.0, 0.7, 0.0], [-0.2, 0.1, -1.6], [-1.6, -1.3, 1.3], [0.2, -0.6, 0.2], [-0.8, -0.8, 0.0], [2.0, 1.0, -0.2], [0.3, -2.2, 0.7], [0.6, -0.5, 0.5], [-0.3, 0.4, 1.1], [-0.8, 1.4, 0.5], [-0.6, 0.0, -0.5], [-0.3, -0.3, 0.5], [0.8, 0.6, 1.4], [-0.9, -0.9, 1.7]]}

***

(5)
{"formula": "H22O11Xe", "method": "ωB97M-V/def2-TZVPD", "de_lowest_kcal_mol": 10.3, "e_tot_ha": -1170.19031, "elements": ["Xe", "O", "H", "H", "O", "H", "H", "O", "H", "H", "O", "H", "H", "O", "H", "H", "O", "H", "H", "O", "H", "H", "O", "H", "H", "O", "H", "H", "O", "H", "H", "O", "H", "H"], "positions_angstrom": [[0.486661, -0.295800, -0.865568], [2.106401, -0.604750, -4.567998], [2.506381, -1.278330, -4.017948], [1.164821, -0.756790, -4.487128], [0.845281, -4.026520, 0.183332], [1.031111, -4.028140, 1.122312], [1.699531, -3.902000, -0.230158], [-2.938229, -0.521410, 0.396342], [-3.535759, -0.818950, -0.289698], [-2.626509, 0.330290, 0.090302], [2.307091, 1.527230, 1.236682], [2.140791, 2.073970, 0.468802], [3.060251, 1.935620, 1.663512], [2.046721, -0.772230, 2.956592], [2.730691, -1.253050, 2.490512], [1.915461, 0.021530, 2.437982], [-2.225219, 2.057200, -0.330768], [-1.883129, 1.783090, -1.181688], [-3.011819, 2.561160, -0.539378], [-1.238729, 2.073620, -2.867048], [-0.334539, 2.319250, -3.062848], [-1.627529, 1.888220, -3.721858], [-0.743249, -1.567580, 2.805852], [-1.147169, -2.226430, 2.241062], [0.198031, -1.691520, 2.683982], [1.846281, 3.557120, -0.714458], [1.697621, 3.361590, -1.639608], [0.991331, 3.837770, -0.388088], [-1.973129, -3.024500, 0.674892], [-1.345439, -3.290240, 0.002862], [-2.219939, -2.131810, 0.433182], [-0.808939, 1.240230, 2.545122], [-0.112919, 1.318810, 1.892722], [-1.002219, 0.303340, 2.578182]], "forces_ev_per_angstrom": [[0.0, -0.2, 0.0], [0.1, 0.3, -0.1], [0.1, -0.2, 0.1], [-0.2, -0.1, 0.0], [-0.1, 0.0, -0.2], [-0.1, 0.0, 0.3], [0.2, 0.0, -0.2], [-0.3, -0.8, 0.0], [-0.4, 0.0, -0.1], [0.3, 1.0, 0.2], [0.1, -0.5, 0.4], [-0.1, 0.4, -0.5], [0.2, 0.1, 0.2], [-0.1, -0.6, 0.3], [0.2, 0.0, -0.1], [-0.1, 0.5, -0.3], [0.0, -0.2, 0.5], [0.3, 0.2, -0.6], [-0.2, 0.2, 0.1], [0.0, 0.0, -0.2], [0.3, 0.0, 0.0], [-0.2, -0.1, -0.2], [-0.1, 0.2, 0.3], [-0.5, -0.4, -0.5], [0.6, 0.3, 0.2], [0.2, -0.1, 0.1], [0.1, 0.0, -0.3], [-0.4, 0.2, 0.2], [0.0, -0.8, 0.1], [0.4, -0.3, -0.1], [-0.2, 0.9, 0.1], [0.0, 0.8, 0.0], [0.2, 0.1, -0.1], [-0.1, -0.8, 0.1]]}

***

(6)
{"formula": "C4H10O2", "method": "ωB97M-V/def2-TZVPD", "de_lowest_kcal_mol": 42.2, "e_tot_ha": -308.83095, "smiles": "O=CO.CCC", "elements": ["C", "C", "C", "H", "H", "H", "H", "H", "H", "H", "H", "O", "C", "O", "H", "H"], "positions_angstrom": [[-3.750489, -2.651798, 1.135221], [-3.727304, -1.590739, 0.101961], [-4.925143, -1.357584, -1.032449], [-3.938953, -3.732927, 0.900562], [-2.743781, -2.562184, 1.647203], [-4.610781, -2.457796, 1.958057], [-3.648150, -0.656397, 0.672915], [-2.836968, -1.546886, -0.521650], [-4.830159, -0.295049, -1.249812], [-5.941697, -1.410935, -0.494436], [-4.815630, -1.985074, -1.954888], [4.768281, 1.369884, 0.850232], [4.665521, 2.321840, 0.193113], [4.090720, 2.337829, -1.159778], [4.694522, 3.324266, 0.600639], [4.224077, 1.330969, -1.469296]], "forces_ev_per_angstrom": [[-1.1, -1.2, 2.9], [-1.5, 1.7, -2.6], [0.2, -0.3, 2.7], [0.4, 1.0, -0.5], [-1.2, -0.4, -0.2], [2.0, -0.1, -1.8], [-0.3, 0.0, -0.2], [0.4, -0.6, 0.2], [0.1, -0.1, -0.5], [1.3, -0.5, -1.1], [-0.3, 0.5, 1.1], [0.9, -2.3, 0.8], [-3.0, 1.7, -3.0], [2.3, -3.2, 1.7], [0.4, 0.7, -0.4], [-0.7, 3.2, 0.9]]}